ORCA calculation (ωB97M-V with the def2-TZVPD basis set) on a cluster of 11 separate species, C44H88O23 in total in a non-equilibrium geometry.

```
155
Properties=species:S:1:pos:R:3:forces:R:3
C -1.074319 -8.155252 -11.569058 1.571 0.806 0.566
C -0.434422 -7.261325 -10.440874 -0.895 -1.707 0.385
O 0.893344 -7.766492 -10.100571 0.595 -0.382 -1.535
C 1.595173 -7.312344 -9.087411 -0.069 0.921 1.786
O 1.205031 -6.490431 -8.267396 0.786 -0.913 -0.981
O 2.808900 -7.944208 -9.060015 -1.030 -0.197 -1.179
C 3.721407 -7.719522 -8.008332 -0.312 0.720 1.088
H -0.449536 -8.127788 -12.461807 -0.056 0.176 -0.086
H -2.064431 -7.764507 -11.803791 0.048 -0.115 0.172
H -1.095500 -9.195700 -11.244853 -0.292 0.088 0.149
H -1.003848 -7.504598 -9.543839 -0.317 0.781 0.014
H -0.446118 -6.200014 -10.689055 0.250 -0.139 0.132
H 3.210446 -7.823968 -7.051191 -0.017 0.041 0.069
H 4.137165 -6.712653 -8.046500 -0.026 0.045 -0.120
H 4.541813 -8.437032 -8.022301 -0.318 -0.116 -0.547
C 2.975392 -7.493584 -16.229298 -0.518 -0.521 -0.292
C 2.018351 -6.320118 -16.038347 0.389 -0.858 -0.479
O 2.424899 -5.605595 -14.899598 0.501 0.869 1.276
C 1.613887 -5.425307 -13.865962 -0.778 -0.292 -0.082
O 0.521636 -5.952721 -13.725288 1.064 0.738 0.310
O 2.224101 -4.546483 -13.054719 0.025 0.337 -0.129
C 1.594889 -4.195784 -11.830893 -1.039 -0.487 0.988
H 3.988643 -7.137838 -16.416012 -0.033 -0.140 0.130
H 2.649024 -8.125672 -17.055161 0.014 0.396 -0.511
H 2.949468 -8.234976 -15.430692 0.143 0.487 0.548
H 0.978867 -6.635084 -15.946925 0.037 0.106 -0.166
H 2.195213 -5.602887 -16.839845 -0.503 -0.178 -0.296
H 0.647363 -3.663999 -11.917477 -0.232 -0.262 -0.725
H 2.154418 -3.513913 -11.190523 0.901 -0.281 -0.652
H 1.411375 -5.110998 -11.268028 -0.026 0.069 0.109
C -1.349321 -3.973444 -15.795818 -0.204 0.796 0.017
C -1.603262 -2.434317 -15.994737 -0.088 -1.353 -0.165
O -1.976679 -1.895417 -14.705080 -0.052 0.890 0.128
C -2.348174 -0.585466 -14.570652 0.224 1.309 -3.162
O -2.409700 0.245403 -15.505108 0.144 -2.285 2.482
O -2.619089 -0.362154 -13.307570 -0.818 -0.609 0.871
C -2.992956 0.946986 -12.834775 1.444 1.159 -0.828
H -0.859362 -4.410753 -16.665769 0.052 0.249 -0.190
H -2.247759 -4.570593 -15.639902 -0.282 0.310 0.038
H -0.703756 -4.178558 -14.941846 0.027 0.271 0.025
H -2.382162 -2.243737 -16.733042 -0.272 -0.067 0.202
H -0.709922 -2.004143 -16.447508 0.170 0.433 0.652
H -2.106956 1.550849 -13.030849 0.105 0.260 0.265
H -3.168793 0.954149 -11.759070 -0.160 -0.611 -0.346
H -3.768946 1.485158 -13.379112 -0.412 -0.833 -0.056
C -2.115935 -7.955734 -15.126909 0.669 -0.524 -0.452
C -2.401838 -7.758724 -16.596389 -1.558 0.314 0.078
O -1.202586 -7.629768 -17.310749 1.975 -0.266 0.084
C -1.184999 -7.111203 -18.544125 -1.620 -0.265 1.822
O -2.167465 -6.701252 -19.071085 -1.045 0.670 -1.264
O 0.026297 -7.127520 -18.993676 1.625 0.296 0.700
C 0.296136 -6.661594 -20.280098 0.553 -0.703 -2.185
H -1.370553 -7.235553 -14.789497 -0.218 0.145 0.235
H -1.674899 -8.947254 -15.024603 0.081 -0.053 0.301
H -3.029596 -7.932835 -14.532935 0.048 0.196 -0.052
H -3.033324 -6.884028 -16.752018 0.080 0.157 -0.117
H -2.958799 -8.608548 -16.990983 -0.063 -0.089 -0.103
H 0.752414 -7.528742 -20.757572 -0.107 0.014 -0.413
H 1.058128 -5.890082 -20.390725 -0.136 0.270 0.989
H -0.567028 -6.358925 -20.872916 -0.229 -0.090 0.479
C -9.162030 -11.395533 -11.258140 0.677 0.050 0.139
C -7.625904 -11.492288 -11.377861 -0.461 -0.426 0.366
O -7.201300 -11.070394 -12.650141 0.774 1.630 -0.915
C -7.126731 -9.754840 -12.931844 -1.428 1.275 -0.223
O -7.439368 -8.780348 -12.242003 0.894 -2.165 -0.913
O -6.789684 -9.693644 -14.232953 0.382 -1.544 0.566
C -6.817638 -8.486000 -14.925963 -0.073 1.132 -0.038
H -9.589271 -11.786992 -12.181354 -0.017 -0.453 0.178
H -9.591840 -10.397081 -11.177679 0.542 0.199 0.214
H -9.462883 -11.966455 -10.379713 -0.243 -0.113 -0.178
H -7.293050 -12.529878 -11.404747 -0.450 -0.199 0.235
H -7.000593 -11.047056 -10.604009 -0.464 0.518 0.173
H -7.841773 -8.115509 -14.970453 0.038 0.324 0.209
H -6.493262 -8.615378 -15.958501 0.105 -0.576 0.231
H -6.131219 -7.779224 -14.459700 -0.243 0.308 0.037
C -10.233519 1.632137 -11.535765 0.211 -0.309 0.297
C -8.845429 1.600869 -12.132761 0.120 0.990 0.671
O -8.153077 0.709943 -11.208744 0.308 -0.227 -0.299
C -6.825846 0.734427 -11.054414 0.309 -0.664 -0.500
O -6.070497 1.413822 -11.730748 -0.493 -1.114 1.545
O -6.551826 -0.226488 -10.069319 0.409 1.270 -0.952
C -5.162110 -0.354126 -9.674856 0.683 0.382 -0.880
H -10.818122 2.522104 -11.768775 -0.047 -0.287 -0.474
H -10.093026 1.640772 -10.454894 -0.162 -0.012 0.026
H -10.692333 0.679869 -11.801810 -0.589 0.298 0.082
H -8.408584 2.599460 -12.123930 0.368 -0.104 0.263
H -8.846084 1.303144 -13.181309 0.299 -0.632 0.240
H -4.848633 0.478480 -9.045087 -0.176 0.098 -0.098
H -4.534075 -0.406660 -10.564180 -0.064 0.393 -0.142
H -4.874251 -1.280057 -9.176985 -1.206 -0.177 0.184
C -5.164609 -8.882942 -8.960409 -1.964 -0.925 -0.855
C -4.843826 -7.909348 -7.905789 2.220 1.277 1.409
C -3.993473 -6.865679 -8.640516 -1.878 1.659 0.292
O -3.769488 -7.345397 -9.909147 1.375 -1.396 -2.356
C -4.881083 -8.173638 -10.299248 0.518 -0.235 1.396
H -6.224766 -9.094458 -8.821049 -0.093 -0.605 -0.509
H -4.585661 -9.795365 -8.817567 -0.051 0.008 -0.362
H -4.151140 -8.365232 -7.198362 -0.410 -0.105 0.470
H -5.650039 -7.412350 -7.366252 -0.147 -0.348 -0.154
H -3.122635 -6.504039 -8.093750 0.368 -0.412 -0.428
H -4.608511 -5.995687 -8.870615 -0.269 0.666 0.863
H -4.615486 -8.871277 -11.093508 0.422 0.179 0.007
H -5.731586 -7.596757 -10.662505 -0.070 0.298 0.175
C -8.850791 -4.009145 -14.201217 -0.081 -0.741 -0.587
C -8.783692 -5.159236 -13.202608 -0.062 0.113 1.867
C -10.188779 -5.838722 -13.218300 1.766 1.791 -0.297
O -10.791719 -5.296517 -14.366517 -0.463 0.490 -2.205
C -9.816949 -4.625489 -15.217300 0.602 0.314 0.645
H -7.901966 -3.641357 -14.591802 0.198 -0.502 -0.250
H -9.326019 -3.097121 -13.840002 -0.197 -0.223 0.672
H -8.572611 -4.780383 -12.202609 0.006 0.047 0.175
H -8.068699 -5.974868 -13.310465 0.497 0.445 -0.818
H -10.763461 -5.460725 -12.372743 -0.190 -0.788 0.134
H -9.976756 -6.906155 -13.279466 -0.840 -0.187 0.179
H -10.182882 -3.831497 -15.868272 -1.109 -0.171 0.295
H -9.297371 -5.277125 -15.919807 -0.077 -0.715 0.297
C -3.783492 -5.173114 -12.801446 0.073 0.871 -0.692
C -4.891884 -4.271849 -13.423369 0.309 -0.143 0.643
C -5.142166 -3.215169 -12.316362 0.716 -0.212 -0.066
O -4.081498 -3.369696 -11.354792 0.460 -0.036 -0.371
C -3.040956 -4.198383 -11.924466 -0.703 -0.433 1.232
H -3.050131 -5.493068 -13.541651 -0.365 -0.681 -0.150
H -4.281748 -5.975812 -12.257829 0.430 -0.130 0.057
H -5.738562 -4.927129 -13.627957 -0.259 0.440 -0.202
H -4.575335 -3.729766 -14.314460 0.062 -0.351 -0.198
H -6.104453 -3.322550 -11.815786 0.051 -0.024 0.119
H -5.036438 -2.201920 -12.703993 -0.342 0.104 -0.260
H -2.533401 -4.635044 -11.064339 -0.103 -0.288 0.050
H -2.244221 -3.733726 -12.505335 -0.332 0.935 -0.174
C -6.411160 -6.081784 -17.082573 -0.269 1.095 -0.203
C -5.555846 -6.627786 -18.219914 -0.617 -0.395 0.006
C -6.455083 -6.414024 -19.479877 1.887 0.911 1.125
O -7.407204 -5.450824 -19.067034 -1.018 0.691 0.317
C -7.058352 -4.881420 -17.751648 -0.146 -1.279 -0.973
H -5.891105 -5.669827 -16.217733 0.310 -0.639 0.260
H -7.237443 -6.735264 -16.802720 0.216 -0.156 0.164
H -5.394208 -7.703432 -18.149491 0.654 0.104 0.291
H -4.642783 -6.032819 -18.240558 0.153 -0.421 -0.333
H -6.780083 -7.382516 -19.860027 -1.099 0.190 0.273
H -5.841112 -6.004188 -20.281848 0.035 0.196 -0.166
H -7.934093 -4.564553 -17.185276 -0.258 -0.001 -0.619
H -6.414629 -4.005024 -17.826730 0.198 -0.110 -0.297
C -7.352828 -0.075902 -15.252212 0.054 1.997 2.078
C -5.859494 -0.141170 -15.442107 2.180 1.064 0.908
C -5.586664 -1.171862 -16.480789 -1.280 -0.390 -0.778
O -6.817865 -1.946359 -16.408238 0.933 -1.808 -0.249
C -7.932075 -1.124934 -16.102911 0.330 -0.111 -1.616
H -7.669186 0.958498 -15.386500 -0.359 -0.067 -0.713
H -7.610782 -0.200918 -14.200582 0.114 -0.542 0.139
H -5.260610 -0.427931 -14.577683 -0.617 -0.238 0.608
H -5.414584 0.836171 -15.629066 -0.152 0.068 -0.565
H -4.709956 -1.805324 -16.345878 -0.318 -0.334 0.661
H -5.396677 -0.777842 -17.479170 -0.612 0.294 -0.329
H -8.753531 -1.657227 -15.623339 0.322 -0.414 -0.098
H -8.267911 -0.775954 -17.079401 -0.503 0.461 0.040
```
Forces are in eV/Å.

Computed properties:
Charge: 0
Orbital gap in eV: 9.862
SMILES: CCOC(=O)OC.CCOC(=O)OC.CCOC(=O)OC.CCOC(=O)OC.CCOC(=O)OC.CCOC(=O)OC.C1CCOC1.C1CCOC1.C1CCOC1.C1CCOC1.C1CCOC1